{"formula": "C7H10NOS", "method": "wB97M-V/def2-TZVPD", "symbols": ["C", "C", "C", "C", "C", "C", "C", "N", "O", "S", "H", "H", "H", "H", "H", "H", "H", "H", "H", "H"], "positions_angstrom": [[-1.39904, 2.16764, -0.11993], [-2.52303, 1.34438, -0.25208], [-0.25433, 1.45915, 0.17426], [-2.46204, 0.03934, -0.34884], [1.86675, -1.02441, 1.00898], [0.84121, -1.34023, -1.23175], [0.48354, -0.99123, 0.31432], [-0.33742, 0.18042, 0.41425], [0.97103, 2.15798, 0.42754], [-3.00570, -1.46757, -0.18992], [-1.32370, 3.27111, -0.29721], [-3.41108, 1.81325, -0.70472], [2.31497, -0.11379, 0.67648], [2.35959, -1.82830, 0.66859], [1.77709, -1.19207, 2.12329], [0.00283, -1.16716, -1.86565], [1.03099, -2.46571, -1.30230], [1.72529, -0.65774, -1.50018], [-0.06396, -1.81118, 0.88015], [1.40700, 1.62611, 1.12471]], "atomic_forces_ev_per_a": [[-0.096, 1.539, -0.532], [-1.174, 3.181, -2.111], [2.640, -2.665, 1.961], [-0.309, -3.105, 0.891], [-2.717, 2.263, 2.148], [0.545, -0.449, 1.960], [0.180, -0.689, -0.143], [1.014, 0.731, -0.295], [-0.267, -0.092, 0.070], [-0.453, -0.155, -0.490], [-0.454, -1.222, 0.332], [-0.410, 0.392, 0.684], [1.067, 0.548, 0.375], [2.077, -2.899, -1.436], [0.132, 0.856, -1.009], [-0.644, 0.451, -0.430], [0.348, 1.554, 0.044], [-1.165, -1.274, 0.101], [0.035, 0.652, -1.428], [-0.350, 0.385, -0.692]], "lowdin_charge": [-0.081, -0.282, -0.425, -0.763, -0.104, -0.054, -0.433, 0.040, -0.027, 0.411, 0.107, 0.077, 0.045, 0.008, 0.092, 0.031, 0.081, 0.089, 0.117, 0.073], "e_tot_ha": -800.776204, "gap_ev": [4.132, 7.227], "multiplicity": 3, "total_charge": -1, "homo_energy_ev": [-0.50, -3.79]}

***

{"formula": "C7H10NPS3", "method": "wB97M-V/def2-TZVPD", "symbols": ["C", "C", "C", "C", "C", "C", "C", "N", "P", "S", "S", "S", "H", "H", "H", "H", "H", "H", "H", "H", "H", "H"], "positions_angstrom": [[1.17520, 2.13566, 0.01516], [1.00968, 1.37560, -1.08305], [1.04360, 1.56992, 1.29951], [0.80609, 0.02274, -1.04413], [0.84061, 0.22600, 1.48544], [0.78433, -0.55915, 0.28161], [0.43938, -2.07690, 0.34800], [-0.85523, -2.16220, 0.86209], [-2.49678, 0.37320, 0.03526], [-2.23405, 2.37821, 0.31144], [-4.51892, -0.34553, 0.64936], [-2.39412, 0.11743, -2.05992], [1.31648, 3.20514, -0.07404], [1.20673, 1.96577, -2.03590], [1.13703, 2.30205, 2.18456], [0.42083, -0.54678, -1.87227], [0.81868, -0.21773, 2.48651], [0.80376, -2.64593, -0.45225], [1.15666, -2.65158, 1.09800], [-1.54111, -2.74521, 0.40213], [-4.20561, 0.01093, 2.02167], [-2.03836, 1.52159, -2.32269]], "atomic_forces_ev_per_a": [[-0.155, 0.341, 2.392], [1.135, 1.586, -3.146], [0.493, 2.302, 1.152], [-0.568, -1.180, 3.187], [0.644, -0.976, -1.768], [-0.350, -0.193, -0.607], [1.777, 0.475, 2.436], [-1.497, 1.298, 0.768], [-0.138, 1.232, 0.129], [-0.272, -2.408, 0.282], [1.769, 0.854, 1.588], [0.235, 1.771, -0.391], [0.116, -0.069, 0.001], [-0.767, -1.228, 0.837], [-0.221, -1.441, -1.343], [0.638, -0.228, -0.265], [-0.178, 0.023, -0.565], [-0.500, -0.373, -2.391], [-1.149, 1.493, -0.211], [0.127, -0.364, -0.624], [-0.470, -0.562, -2.064], [-0.668, -2.354, 0.606]], "lowdin_charge": [-0.160, -0.171, -0.131, -0.099, -0.068, -0.210, -0.323, 0.097, -0.154, 0.092, 0.241, 0.274, 0.104, 0.133, 0.132, 0.076, 0.117, 0.077, 0.159, 0.027, -0.121, -0.092], "e_tot_ha": -1863.242954, "gap_ev": [4.801, 4.800], "relative_energy_ev": 1.606, "homo_energy_ev": [-7.72, -7.72]}

***

{"formula": "C7H10O", "method": "wB97M-V/def2-TZVPD", "symbols": ["C", "C", "C", "C", "C", "C", "H", "H", "H", "H", "H", "H", "C", "O", "H", "H", "H", "H"], "positions_angstrom": [[1.00918, 0.60301, -1.25850], [1.37087, -0.75836, -1.12138], [1.38939, -1.32655, 0.14651], [1.15415, -0.55497, 1.28777], [0.89835, 0.81306, 1.17880], [0.76380, 1.35571, -0.08475], [0.95532, 1.14747, -2.19649], [1.62586, -1.38851, -1.99015], [1.72367, -2.38707, 0.22170], [1.16224, -1.05431, 2.25120], [0.75820, 1.42801, 2.05973], [0.55468, 2.40824, -0.13538], [-2.49205, 0.20235, -0.07117], [-1.84213, -1.06522, 0.00680], [-3.55870, -0.07049, -0.00647], [-2.24710, 0.84679, 0.75985], [-2.31085, 0.68593, -1.00621], [-0.91489, -0.88508, -0.04187]], "atomic_forces_ev_per_a": [[0.100, -0.103, 1.233], [-0.319, 0.787, -0.622], [0.814, -0.593, 0.087], [0.078, -0.249, -0.036], [-0.258, -0.915, -0.069], [0.630, -0.294, -0.730], [0.033, -0.459, -0.071], [-0.236, 0.536, 0.456], [-0.583, 0.915, 0.155], [0.123, 0.193, -0.013], [-0.033, -0.081, -0.039], [-0.159, 0.289, -0.336], [-1.171, -1.566, 0.462], [-0.667, 0.375, 0.025], [0.277, 0.504, -0.062], [0.195, 0.286, 0.283], [0.204, 0.472, -0.687], [0.973, -0.095, -0.037]], "lowdin_charge": [-0.071, -0.094, -0.117, -0.094, -0.097, -0.109, 0.100, 0.111, 0.120, 0.106, 0.106, 0.098, -0.154, -0.115, 0.085, 0.067, 0.064, -0.007], "e_tot_ha": -347.942534, "gap_ev": 10.593, "relative_energy_ev": 0.562, "smiles": "c1ccccc1.CO", "homo_energy_ev": -9.59}

***

{"formula": "C7H10O", "method": "wB97M-V/def2-TZVPD", "symbols": ["C", "C", "C", "C", "C", "C", "C", "H", "H", "H", "H", "H", "H", "H", "H", "H", "H", "O"], "positions_angstrom": [[-1.76653, 0.73233, -0.41056], [-1.79512, -0.73330, 0.11214], [-0.28128, -0.75909, -0.24652], [1.24963, -0.96956, -0.14742], [1.85170, 0.00147, 0.74310], [1.26014, 0.99405, -0.15665], [-0.28185, 0.72903, 0.10687], [-1.90628, 0.90761, -1.50578], [-2.54695, 1.37851, -0.05119], [-2.01450, -0.62071, 1.23945], [-2.50663, -1.52330, -0.21810], [-0.29416, -0.95167, -1.31983], [1.66048, -1.89517, -0.33462], [1.48055, -0.01406, 1.73797], [2.97285, -0.09625, 0.70407], [1.83451, 2.00635, -0.23863], [-0.48979, 0.84706, 1.22686], [1.57325, -0.03330, -1.24117]], "atomic_forces_ev_per_a": [[-0.350, 0.327, -1.864], [-1.057, -0.595, 2.315], [0.187, 0.240, 0.038], [-1.020, -0.328, -1.080], [2.136, -0.621, 2.892], [0.411, 2.232, -2.260], [-0.168, 0.380, 0.652], [0.639, -0.906, 0.509], [0.070, 0.550, 1.059], [0.538, -0.348, -1.472], [0.673, 0.670, -0.376], [-0.717, 0.718, -0.287], [0.809, -2.162, -0.219], [-0.028, 0.107, 1.277], [-1.160, 0.503, 0.087], [-1.593, -1.670, -0.296], [0.823, -0.297, -1.208], [-0.191, 1.202, 0.232]], "lowdin_charge": [-0.133, -0.126, -0.200, -0.249, -0.141, -0.168, -0.182, 0.118, 0.084, 0.122, 0.105, 0.140, 0.122, 0.110, 0.152, 0.171, 0.151, -0.077], "e_tot_ha": -347.772465, "gap_ev": 10.552, "relative_energy_ev": 5.190, "homo_energy_ev": -9.43}

***

{"formula": "C7H10O2", "method": "wB97M-V/def2-TZVPD", "symbols": ["C", "C", "C", "O", "C", "O", "C", "C", "C", "H", "H", "H", "H", "H", "H", "H", "H", "H", "H"], "positions_angstrom": [[-2.11981, 1.52513, -0.52904], [-1.28155, 0.36860, -0.06035], [-1.55450, -0.91897, -0.17448], [-2.06783, -1.97866, -0.17146], [0.12523, 0.47860, 0.37642], [0.37856, 0.69062, 1.70475], [1.26078, 0.66098, -0.55805], [0.94841, -0.80970, -0.40840], [1.80826, -1.68044, 0.46538], [-3.15967, 1.21173, -0.61030], [-1.80724, 1.90507, -1.50439], [-2.07152, 2.35036, 0.18495], [-0.39945, 1.05741, 2.14522], [2.17292, 1.01778, -0.09219], [1.04096, 1.11623, -1.51483], [0.63624, -1.27796, -1.33503], [2.02665, -1.19207, 1.41529], [1.29795, -2.62028, 0.67807], [2.76563, -1.90443, -0.01155]], "atomic_forces_ev_per_a": [[-0.383, -0.214, 0.199], [0.518, 0.362, -0.380], [-2.414, -0.420, 0.322], [1.321, 0.923, -0.269], [0.475, -2.282, -1.980], [0.392, 0.221, 0.772], [0.004, 0.165, -0.008], [0.589, 1.309, 1.413], [0.132, 0.157, -0.032], [-0.088, 0.143, -0.034], [0.098, -0.040, 0.034], [-0.019, -0.026, -0.024], [0.009, -0.318, -0.233], [-0.004, 0.035, 0.006], [0.075, 0.041, -0.080], [-0.710, 0.053, 0.262], [-0.049, 0.017, 0.030], [0.051, -0.037, 0.031], [0.004, -0.088, -0.025]], "lowdin_charge": [-0.035, -0.232, -0.144, 0.172, -0.401, 0.052, -0.061, -0.219, -0.076, 0.081, 0.078, 0.079, 0.117, 0.121, 0.112, 0.130, 0.075, 0.075, 0.075], "e_tot_ha": -423.108215, "gap_ev": 9.141, "relative_energy_ev": 2.495, "smiles": "CC(=C=O)[C@]1(O)C[C@H]1C", "homo_energy_ev": -8.45}

***

Number 1 is which compound? C7H10NOS